Record 1
{
  "formula": "C28H43N5O21P",
  "method": "ωB97M-V/def2-TZVPD",
  "lumo_energy_ev": -4.42,
  "charge": 1,
  "homo_ev": -11.49,
  "homo_lumo_gap_ha": 0.260,
  "species": ["P", "O", "O", "O", "O", "O", "O", "O", "O", "O", "O", "O", "O", "O", "O", "O", "O", "O", "O", "O", "O", "O", "N", "N", "N", "N", "N", "C", "C", "C", "C", "C", "C", "C", "C", "C", "C", "C", "C", "C", "C", "C", "C", "C", "C", "C", "C", "C", "C", "C", "C", "C", "C", "C", "C", "H", "H", "H", "H", "H", "H", "H", "H", "H", "H", "H", "H", "H", "H", "H", "H", "H", "H", "H", "H", "H", "H", "H", "H", "H", "H", "H", "H", "H", "H", "H", "H", "H", "H", "H", "H", "H", "H", "H", "H", "H", "H", "H"],
  "xyz": [[0.8349, 4.9084, -1.3412], [-3.4332, -1.5442, -3.5596], [-1.2358, -3.2526, 4.4459], [1.9247, -0.4461, 3.3351], [-4.3918, 1.4171, 7.6381], [6.3740, 4.1975, 0.6420], [-0.3237, -7.5092, 1.9984], [7.5947, 5.8683, 1.5440], [-2.1803, 1.8196, 7.8306], [5.4610, 6.2350, 0.9059], [0.1158, 0.9018, 3.3702], [-1.6832, 2.6969, -0.1849], [-2.3374, -2.8148, 2.5258], [-0.5304, -6.9059, 4.1639], [-3.1829, 1.9052, 5.8112], [1.8831, 1.3794, 4.6623], [-1.6425, 0.9169, 1.1950], [-0.1705, -3.4488, 2.4844], [-2.4048, -0.2976, -5.1385], [-2.3281, -6.9047, 2.8020], [-1.4705, 0.6070, -1.0174], [-4.2163, -1.5117, -5.6794], [1.2130, -1.4657, -6.3628], [1.4114, -1.4909, -3.8948], [3.2172, -2.1322, -5.2834], [1.1126, 4.4818, 0.1718], [2.8696, 2.2629, -3.7673], [1.1531, 3.4863, -2.5077], [-1.1858, -0.6542, -0.4103], [0.1279, 2.5800, -3.0316], [-3.9365, -0.6735, -6.8031], [1.9718, 1.3518, -4.3196], [2.6145, 0.2981, -5.2952], [2.5220, 3.2791, -2.9223], [1.0162, 2.5120, 4.7264], [0.0197, -3.8794, 4.7238], [-3.3615, -1.1566, -4.6814], [-1.2784, -7.8249, 0.9883], [-0.2915, 1.9549, 4.2440], [-5.3220, 1.6201, 6.5774], [-1.7547, -0.4925, 0.9692], [-2.4706, -7.0002, 1.3874], [6.5785, 5.4742, 1.0775], [1.3601, 0.5221, 3.7515], [-3.1583, 1.7225, 7.1603], [-2.5169, -0.2587, -6.5491], [4.5498, 5.4782, 0.1194], [-1.6066, 1.5152, -0.0129], [2.0565, -1.1886, -5.1713], [-1.3402, -3.1410, 3.1020], [0.5616, 1.5135, -3.9515], [0.8299, -3.5620, 3.5008], [4.9847, 4.0603, 0.3708], [-4.4644, 1.4822, 5.3498], [-1.0147, -7.0892, 3.0902], [-6.1210, 0.8809, 6.6143], [-0.8903, 1.5313, 5.0514], [4.4945, 3.6212, 1.2433], [-1.4821, -8.8981, 1.0174], [2.5451, 0.7270, -6.3319], [1.6686, -2.4561, -3.6542], [1.4212, 3.5073, 0.2174], [-0.8889, 2.6930, 3.7105], [1.3597, -2.6118, 3.5820], [1.7878, -1.1665, -7.1634], [-0.1955, 0.7973, -4.3975], [-4.6274, 0.1730, -6.7974], [3.7133, 0.2732, -5.0439], [3.8606, 2.1703, -4.0054], [-1.1996, -1.0496, 1.7144], [3.3129, 3.9719, -2.5589], [4.6613, 5.7716, -0.9308], [-4.3915, 0.4484, 5.0028], [-0.1427, -4.9503, 4.8525], [-1.7924, -0.9588, -6.9729], [1.5460, -4.3464, 3.2582], [-4.0560, -1.2192, -7.7377], [-0.1030, -0.8063, -0.4020], [-0.9006, -7.5636, 0.0007], [1.6910, 6.0342, -1.6125], [-0.9430, 2.7095, -2.7434], [-0.5199, 5.3286, -1.4400], [0.3947, -1.5370, -4.0384], [-2.4469, -5.9939, 0.9613], [3.5212, 5.6602, 0.4317], [3.7907, -1.8980, -6.0968], [-3.4150, -7.4738, 1.1230], [0.4634, -3.4765, 5.6335], [1.1388, -2.4820, -6.5076], [-1.6529, -1.4683, -0.9631], [0.9559, 2.9006, 5.7418], [4.8198, 3.4116, -0.4906], [3.7664, -2.0437, -4.4187], [1.4071, 3.2942, 4.0701], [-2.3053, 0.7412, -6.9274], [-2.8066, -0.7756, 1.0262], [-5.7571, 2.6178, 6.6750], [-4.8072, 2.1081, 4.5268]],
  "mulliken_charge": [0.374, -0.481, -0.344, -0.614, -0.328, -0.348, -0.328, -0.484, -0.524, -0.361, -0.123, -0.579, -0.621, -0.599, -0.217, -0.363, -0.259, -0.273, -0.182, -0.307, -0.147, -0.343, -0.593, -0.496, -0.797, -0.562, 0.050, -0.242, -0.472, -0.065, -0.394, 0.128, -1.118, -0.316, -0.457, -0.299, 0.507, -0.340, -0.111, -0.357, 0.521, -0.238, 0.572, 0.500, 0.613, -0.272, -0.029, 0.432, 0.692, 0.731, -0.207, 0.028, -0.123, -0.299, 0.693, 0.314, 0.165, 0.243, 0.278, 0.329, 0.366, 0.168, 0.325, 0.027, 0.284, 0.293, 0.250, 0.290, 0.346, -0.427, 0.439, 0.190, 0.232, 0.210, 0.207, 0.308, 0.315, 0.277, 0.294, 0.150, 0.468, 0.058, 0.128, 0.192, 0.190, 0.267, 0.309, 0.381, 0.279, 0.367, 0.369, 0.199, 0.260, 0.236, 0.346, 0.279, 0.260, 0.313]
}

Record 2
{
  "formula": "C28H44BIMnN7S3",
  "method": "ωB97M-V/def2-TZVPD",
  "lumo_energy_ev": [-6.73, -5.78],
  "charge": 2,
  "homo_ev": [-13.63, -13.80],
  "de_lowest_kcal_mol": 0.00,
  "homo_lumo_gap_ha": [0.254, 0.295],
  "spin_multiplicity": 5,
  "species": ["I", "Mn", "S", "S", "S", "N", "N", "N", "N", "N", "N", "N", "C", "C", "C", "C", "C", "C", "C", "C", "C", "C", "C", "C", "C", "C", "C", "C", "C", "C", "C", "C", "C", "C", "C", "C", "C", "C", "C", "C", "B", "H", "H", "H", "H", "H", "H", "H", "H", "H", "H", "H", "H", "H", "H", "H", "H", "H", "H", "H", "H", "H", "H", "H", "H", "H", "H", "H", "H", "H", "H", "H", "H", "H", "H", "H", "H", "H", "H", "H", "H", "H", "H", "H", "H"],
  "xyz": [[2.1958, 1.4624, -1.6274], [1.6586, 0.1700, 0.6446], [-1.4017, 1.0138, -0.3543], [0.1720, 0.5073, 2.3811], [1.2804, -2.0742, 0.2169], [-1.9670, -2.0582, -2.0617], [-2.0394, -2.6535, 1.4376], [-1.4298, -1.4588, 1.4326], [-3.1743, -0.6212, -0.2687], [-1.0688, -1.8588, -1.0833], [3.7083, -0.1261, 1.3571], [-4.2701, -1.3696, -0.2901], [-2.7006, -5.4549, 3.7850], [-0.4405, -0.9489, 5.0012], [-4.2095, 1.3800, -1.0323], [-5.3622, -0.7455, -0.6670], [-0.4400, -3.5720, -3.0398], [-1.6803, -2.8937, -3.0217], [-0.8165, -0.9197, 2.4821], [-4.1320, -4.5909, 1.9173], [-5.3516, 0.6317, -1.0379], [-7.2167, -1.4583, -2.1610], [-1.8580, -5.5209, 1.4326], [-0.9793, -1.5551, 3.7430], [-6.4498, -2.9785, -0.3324], [-3.0853, 0.6493, -0.6131], [-2.6998, -4.7285, 2.4410], [1.8171, 2.1544, 0.3493], [-2.0942, -3.3369, 2.5517], [-3.0628, -4.6213, -4.1354], [-2.7245, -3.1241, -4.0954], [0.4897, -3.3480, -2.0701], [-6.6646, -1.5226, -0.7277], [-1.6083, -2.7684, 3.7492], [-3.9888, -2.3301, -3.7890], [-4.1113, 2.8208, -1.4120], [0.1411, -2.4156, -1.0517], [-7.6656, -0.8772, 0.2426], [-2.1405, -2.6791, -5.4434], [1.8140, -4.0437, -2.0680], [-1.6493, -0.9013, 0.0018], [-7.9397, 0.1359, -0.0499], [4.3030, 0.6827, 1.1834], [-4.7629, -4.0512, 2.6248], [-8.1671, -1.9881, -2.2036], [-1.8685, -5.0379, 0.4546], [-3.9003, 3.4293, -0.5315], [-3.4476, -4.9657, -3.1748], [-0.2260, -4.2719, -3.8349], [-6.5369, -1.9284, -2.8706], [-0.7571, -1.5318, 5.8623], [3.7628, -0.3176, 2.3562], [1.8752, -4.7368, -2.9031], [0.9088, 2.7496, 0.3617], [-5.0381, 3.1714, -1.8588], [-3.7992, -1.2564, -3.7744], [-7.3795, -3.5238, -0.4866], [-3.3014, 2.9789, -2.1240], [4.1446, -0.9159, 0.8831], [-3.8297, -4.7982, -4.8882], [-1.6944, -5.5857, 4.1851], [-4.5645, -5.5798, 1.7690], [-2.2701, -6.5234, 1.3252], [-3.1259, -6.4485, 3.6508], [-5.6701, -3.4552, -0.9276], [-8.5811, -1.4670, 0.2558], [2.6298, -3.3244, -2.1452], [-4.1414, -4.0568, 0.9671], [-7.2708, -0.8482, 1.2583], [-1.7197, -3.3017, 4.6808], [-7.4012, -0.4360, -2.4892], [0.6491, -0.9200, 4.9776], [-4.7311, -2.5350, -4.5587], [-4.4049, -2.6121, -2.8207], [2.6872, 2.6863, 0.7254], [-0.8229, -5.6160, 1.7648], [-2.8771, -2.8372, -6.2299], [-3.3112, -4.9430, 4.5295], [1.9610, -4.5946, -1.1388], [-2.2032, -5.2352, -4.4008], [-0.7854, 0.0776, 5.1248], [-6.2807, 1.0889, -1.3488], [-1.2497, -3.2467, -5.7130], [-1.8834, -1.6193, -5.4308], [-6.1766, -3.0680, 0.7183]],
  "mulliken_charge": [0.112, 0.158, -0.346, -0.351, -0.311, -0.447, -0.033, 0.344, -0.028, 1.183, -0.755, -0.299, -2.289, -1.776, -0.056, 0.127, -0.579, 0.142, 0.799, -1.544, -0.266, -1.420, -1.549, 0.332, -1.620, 0.652, 2.315, -0.751, -0.336, -1.740, 2.083, 0.383, 2.179, -0.489, -1.640, -1.741, 0.681, -1.838, -1.803, -1.764, -0.266, 0.352, 0.296, 0.453, 0.499, 0.146, 0.348, 0.291, 0.427, 0.158, 0.404, 0.252, 0.422, 0.383, 0.418, 0.291, 0.531, 0.382, 0.279, 0.459, 0.494, 0.460, 0.466, 0.407, 0.193, 0.473, 0.362, 0.050, 0.399, 0.615, 0.384, 0.362, 0.700, -0.128, 0.505, 0.399, 0.464, 0.449, 0.392, 0.424, 0.399, 0.479, 0.367, 0.391, 0.245]
}

For each record above, in turn, the calculated E values are -89462.7270; -112774.2147 eV.